{
  "formula": "C2HNOS",
  "method": "wB97M-V/def2-TZVPD",
  "lumo_energy_ev": -0.129,
  "fmax_ev_per_a": 1.27,
  "e_above_lowest_kcal_mol": 45.19,
  "homo_energy_ev": -10.4,
  "gap_ev": 10.312,
  "multiplicity": 1,
  "total_energy_ha": -604.91494,
  "symbols": ["C", "C", "N", "O", "S", "H"],
  "xyz": [[1.549, -0.965, 0.544], [-1.205, 0.802, -0.050], [-0.720, -0.240, -0.369], [-1.557, 1.890, 0.104], [2.725, -0.302, -0.163], [-0.792, -1.185, -0.065]],
  "forces_ev_per_a": [[0.58, -0.27, 0.23], [0.12, -0.21, -0.31], [-0.06, -0.59, -0.62], [-0.50, 1.08, 0.44], [0.01, 0.05, 0.00], [-0.15, -0.07, 0.26]],
  "lowdin_charge": [-0.594, -0.422, 0.140, 0.162, 0.658, 0.057]
}